*A*
Density functional theory data (ωB97M-V/def2-TZVPD) for a structure of composition C6H5NS.

Each line ends with the Löwdin charge.
Cartesian coordinates (Å):
C: 1.105 -1.843 -1.728  -0.127
C: 1.627 -1.657 -3.089  -0.270
C: 1.035 -0.633 -1.055  -0.385
C: 1.268 0.288 0.530  -0.226
C: 0.859 0.895 1.774  0.063
C: 0.085 1.367 0.694  -0.148
N: 2.002 -0.457 -3.423  -0.312
S: 1.757 0.480 -2.128  0.966
H: 0.668 -2.666 -1.233  0.080
H: 1.669 -2.264 -3.941  0.087
H: 2.435 0.254 0.568  0.122
H: -0.061 2.405 0.685  0.074
H: -0.488 0.837 -0.007  0.076

Properties
HOMO level   -9.5 eV
E_LUMO   -0.43 eV

---

*B*
Density functional theory data (ωB97M-V/def2-TZVPD) for an isolated molecule of C6H5NS.

Each line ends with the Löwdin charge.
Cartesian coordinates (Å):
C: -3.405 -0.915 -0.074  0.069
C: -2.499 0.132 0.002  -0.122
C: -1.095 0.135 -0.077  -0.323
C: -0.084 -0.811 0.247  0.000
C: 1.204 0.080 0.093  -0.708
C: 0.726 1.373 -0.009  -0.182
H: -3.152 -1.830 -0.341  -0.003
H: -4.489 -0.759 -0.185  0.067
H: -2.937 1.156 0.073  0.113
H: -0.045 -1.960 0.412  0.132
H: 1.388 2.209 -0.250  0.117
N: -0.627 1.470 0.066  0.123
S: 2.784 -0.567 -0.079  0.720

Properties
SMILES string   C=CC1=CC(=S)C=N1
HOMO level   -8.7 eV
E_LUMO   -2.66 eV

---

Referenced to the most stable arrangement, the calculated values in hartree are *A* 0.1417; *B* 0.0000.

---

*A*
Density functional theory data (ωB97M-V/def2-TZVPD) for a structure of composition C6H5NS.

Each line ends with the Löwdin charge.
Cartesian coordinates (Å):
C: 2.554 2.092 -0.249  0.156
C: 1.763 1.468 0.570  -0.119
C: 0.899 0.399 0.938  -0.627
C: 0.864 -0.960 0.310  -0.242
C: -0.674 -1.299 0.322  -0.481
C: -1.333 -1.559 -0.944  -0.211
H: 3.018 2.955 -0.675  0.020
H: 0.831 0.202 1.990  0.101
H: 0.995 -0.555 -0.700  0.117
H: 1.404 -1.671 0.856  0.101
H: -1.253 -1.812 1.239  0.169
N: -2.329 -1.365 -1.902  0.084
S: -0.820 0.600 0.307  0.933

Properties
HOMO level   -9.3 eV
E_LUMO   -0.21 eV

---

*B*
Density functional theory data (ωB97M-V/def2-TZVPD) for a structure of composition C6H5NS.

Each line ends with the Löwdin charge.
Cartesian coordinates (Å):
C: -2.909 1.000 0.553  0.127
C: -1.779 0.607 0.722  -0.166
C: -0.412 0.156 0.903  -0.572
C: 0.622 0.570 -0.163  -0.186
C: 1.344 -0.798 -0.223  -0.538
C: 1.707 -1.276 -1.545  -0.239
H: -3.934 1.305 0.400  0.038
H: -0.098 0.413 1.938  0.122
H: 0.095 0.756 -1.078  0.115
H: 1.245 1.392 0.098  0.107
H: 2.218 -0.836 0.413  0.108
N: 1.990 -1.656 -2.608  0.154
S: -0.088 -1.632 0.590  0.930

Properties
HOMO level   -9.6 eV
E_LUMO   0.51 eV

---

Referenced to the most stable arrangement, the calculated values in hartree are *A* 0.1645; *B* 0.0000.

---

*A*
Density functional theory data (ωB97M-V/def2-TZVPD) for a cluster of 2 separate species, C2H7O in total.

Each line ends with the Löwdin charge.
Cartesian coordinates (Å):
O: 0.412 1.129 2.148  -0.668
H: 0.643 1.246 3.074  -0.240
C: -0.488 -0.873 -0.490  -0.182
C: 0.051 -0.270 -1.777  -0.196
H: -1.570 -0.953 -0.472  0.051
H: -0.087 -1.887 -0.369  0.050
H: -0.067 -0.335 0.368  0.027
H: 0.083 -0.960 -2.625  0.043
H: 1.017 0.203 -1.571  0.061
H: -0.571 0.573 -2.121  0.053

Properties
Total charge   -1
HOMO level   -2.1 eV
E_LUMO   4.33 eV

---

*B*
Density functional theory data (ωB97M-V/def2-TZVPD) for a cluster of 2 separate species, C2H7O in total.

Each line ends with the Löwdin charge.
Cartesian coordinates (Å):
O: -0.552 1.954 1.455  -0.623
H: -0.390 1.359 2.190  -0.210
C: 0.164 -1.023 -0.061  -0.209
C: 0.001 0.243 -0.890  -0.206
H: 0.815 -0.949 0.818  0.050
H: 0.734 -1.851 -0.560  0.046
H: -0.746 -1.469 0.331  0.046
H: 0.743 0.323 -1.698  0.041
H: -0.956 0.328 -1.397  0.048
H: 0.187 1.084 -0.188  0.017

Properties
Total charge   -1
HOMO level   -2.1 eV
E_LUMO   4.54 eV

---

Referenced to the most stable arrangement, the calculated values in hartree are *A* 0.0000; *B* 0.0060.

---

*A*
Density functional theory data (ωB97M-V/def2-TZVPD) for a cluster of 2 separate species, C5H14 in total.

Each line ends with the Löwdin charge.
Cartesian coordinates (Å):
C: 0.922 0.716 2.000  -0.210
C: -0.623 0.876 1.469  -0.072
C: 1.699 0.792 0.671  -0.160
H: 0.872 -0.253 2.522  0.108
H: 1.191 1.558 2.616  0.095
H: -1.202 1.374 2.117  0.022
H: -0.507 1.366 0.467  0.064
H: 2.772 1.032 0.688  0.073
H: -1.089 -0.204 1.399  0.109
H: 1.426 1.500 -0.202  0.100
H: 1.844 -0.212 0.239  0.058
C: -0.300 -1.293 -2.104  0.039
C: -1.524 -0.832 -1.312  -0.035
H: 0.480 -0.376 -2.149  0.194
H: -0.027 -2.367 -1.782  0.160
H: -0.451 -1.474 -3.266  0.209
H: -2.222 -1.662 -1.247  0.127
H: -2.012 -0.008 -1.733  0.109
H: -1.249 -0.534 -0.393  0.012

Properties
2S+1   2
Total charge   +1
HOMO level (alpha / beta)   -14.7 / -14.6 eV
⟨S²⟩   0.753
E_LUMO (alpha / beta)   -3.30 / -11.41 eV

---

*B*
Density functional theory data (ωB97M-V/def2-TZVPD) for a cluster of 2 separate species, C5H14 in total.

Each line ends with the Löwdin charge.
Cartesian coordinates (Å):
C: -0.617 -0.472 1.324  -0.132
C: 0.659 -1.292 1.298  0.008
C: -0.720 0.111 2.799  0.060
H: -0.621 0.440 0.701  0.139
H: -1.396 -1.162 0.984  0.140
H: 1.493 -0.659 0.992  0.122
H: -0.965 -0.719 3.459  0.112
H: 0.168 0.601 3.196  0.116
H: 0.437 -2.075 0.562  0.132
H: 0.960 -1.848 2.213  0.140
H: -1.535 0.850 2.711  0.140
C: 0.862 0.382 -2.306  -0.186
C: -0.385 1.130 -2.787  -0.159
H: 1.658 0.336 -3.060  0.074
H: 1.322 0.879 -1.445  0.052
H: 0.596 -0.635 -2.016  0.048
H: -0.157 2.201 -2.856  0.069
H: -0.635 0.777 -3.788  0.075
H: -1.126 1.156 -1.981  0.052

Properties
2S+1   2
Total charge   +1
HOMO level (alpha / beta)   -14.8 / -14.7 eV
⟨S²⟩   0.753
E_LUMO (alpha / beta)   -3.17 / -10.65 eV

---

Referenced to the most stable arrangement, the calculated values in hartree are *A* 0.0745; *B* 0.0000.

---

*A*
Density functional theory data (ωB97M-V/def2-TZVPD) for a structure of composition C27H34N3O7S3SiV.

Each line ends with the Löwdin charge.
Cartesian coordinates (Å):
V: 0.351 0.658 -1.847  0.237
O: 0.334 -3.225 -3.153  0.197
C: 0.545 -2.049 -2.611  -0.418
O: -0.200 -1.090 -2.739  -0.030
C: 1.786 -1.860 -1.803  -0.149
C: 2.857 -2.706 -1.623  0.051
C: 3.958 -2.227 -0.917  -0.003
C: 3.944 -0.935 -0.409  0.012
C: 2.820 -0.156 -0.607  -0.177
N: 1.778 -0.623 -1.294  0.004
C: 2.522 1.257 -0.207  -0.412
O: 3.309 1.980 0.553  0.204
O: 1.478 1.735 -0.624  -0.018
H: -0.485 -3.180 -3.672  0.162
H: 2.843 -3.706 -2.034  0.136
H: 4.823 -2.857 -0.769  0.125
H: 4.806 -0.557 0.127  0.132
H: 4.081 1.487 0.859  0.130
S: -0.811 2.303 -2.929  0.671
C: 0.038 2.707 -4.413  -0.630
C: -0.509 3.655 -5.273  -0.054
C: 0.125 3.992 -6.459  -0.190
C: -0.473 4.975 -7.324  -0.177
N: -0.957 5.754 -8.017  0.165
C: 1.335 3.371 -6.794  -0.190
C: 1.886 2.432 -5.939  -0.059
C: 1.253 2.092 -4.745  -0.647
S: 1.959 0.916 -3.665  0.728
C: 2.021 3.687 -8.021  -0.176
N: 2.585 3.915 -8.995  0.165
H: -1.444 4.135 -5.016  0.118
H: 2.821 1.958 -6.205  0.116
C: 1.469 -2.687 1.999  -0.004
C: 1.338 -1.249 2.485  -0.605
C: 2.708 -0.588 2.604  -0.018
C: 0.648 -1.207 3.843  -0.017
O: 0.622 -0.499 1.482  -0.158
Si: -1.034 -0.389 1.308  -0.078
S: -1.550 0.499 -0.503  0.460
O: -1.682 0.381 2.600  -0.159
C: -1.827 1.769 2.946  -0.642
C: -0.581 2.541 2.523  -0.027
C: -3.072 2.320 2.267  -0.033
C: -1.985 1.799 4.459  -0.027
O: -1.545 -1.951 1.406  -0.161
C: -2.842 -2.508 1.673  -0.641
C: -3.036 -2.595 3.181  -0.027
C: -2.823 -3.897 1.054  -0.031
C: -3.936 -1.657 1.039  -0.042
H: 2.043 -3.283 2.713  0.095
H: 1.988 -2.712 1.038  0.065
H: 0.484 -3.134 1.875  0.080
H: 3.224 -0.923 3.505  0.097
H: 2.592 0.494 2.654  0.088
H: 3.343 -0.845 1.751  0.047
H: 1.233 -1.788 4.559  0.095
H: -0.354 -1.629 3.800  0.071
H: 0.569 -0.183 4.207  0.082
H: -0.469 2.539 1.437  0.067
H: 0.308 2.090 2.969  0.080
H: -0.646 3.577 2.860  0.094
H: -2.999 2.220 1.185  0.052
H: -3.194 3.378 2.509  0.090
H: -3.958 1.785 2.614  0.087
H: -1.083 1.429 4.947  0.076
H: -2.825 1.171 4.759  0.087
H: -2.172 2.817 4.806  0.089
H: -2.259 -3.220 3.627  0.086
H: -4.006 -3.036 3.416  0.090
H: -2.987 -1.601 3.626  0.078
H: -1.992 -4.476 1.461  0.082
H: -2.702 -3.826 -0.028  0.085
H: -3.752 -4.430 1.264  0.088
H: -3.984 -0.672 1.505  0.075
H: -4.906 -2.143 1.165  0.092
H: -3.747 -1.521 -0.026  0.071

Properties
2S+1   3
HOMO level (alpha / beta)   -7.8 / -7.8 eV
⟨S²⟩   2.042
E_LUMO (alpha / beta)   -1.95 / -2.09 eV

---

*B*
Density functional theory data (ωB97M-V/def2-TZVPD) for a structure of composition C27H34N3O7S3SiV.

Each line ends with the Löwdin charge.
Cartesian coordinates (Å):
V: 0.883 1.041 0.726  0.393
O: -2.237 3.509 1.672  0.175
C: -1.248 2.611 1.638  -0.407
O: -0.713 2.257 0.568  -0.117
C: -0.778 1.985 2.827  -0.185
C: -1.196 2.179 4.143  0.056
C: -0.581 1.441 5.143  -0.036
C: 0.426 0.542 4.809  0.042
C: 0.786 0.391 3.468  -0.182
N: 0.192 1.100 2.478  -0.042
C: 1.845 -0.367 2.875  -0.406
O: 2.656 -1.192 3.563  0.178
O: 2.018 -0.199 1.658  -0.186
H: -2.420 3.830 0.775  0.152
H: -1.968 2.902 4.349  0.132
H: -0.869 1.570 6.175  0.113
H: 0.939 -0.018 5.576  0.121
H: 2.447 -1.179 4.505  0.120
S: 1.076 2.275 -1.308  0.683
C: 1.347 3.831 -0.582  -0.629
C: 0.864 4.985 -1.188  -0.043
C: 1.079 6.232 -0.612  -0.191
C: 0.461 7.366 -1.179  -0.193
N: -0.089 8.261 -1.638  0.174
C: 1.863 6.344 0.557  -0.190
C: 2.343 5.192 1.165  -0.047
C: 2.052 3.939 0.636  -0.635
S: 2.519 2.505 1.480  0.821
C: 2.140 7.611 1.115  -0.190
N: 2.373 8.638 1.569  0.173
H: 0.285 4.903 -2.096  0.120
H: 2.925 5.261 2.070  0.117
C: -2.329 -1.018 1.942  -0.006
C: -2.103 -1.212 0.437  -0.601
C: -2.462 -2.651 0.065  -0.014
C: -2.957 -0.226 -0.362  -0.001
O: -0.721 -0.936 0.173  -0.181
Si: 0.120 -1.466 -1.136  -0.089
S: 1.886 -0.278 -1.028  0.456
O: 0.436 -3.053 -1.154  -0.137
C: 1.356 -3.903 -0.471  -0.632
C: 1.610 -3.403 0.948  -0.030
C: 2.654 -3.939 -1.276  -0.023
C: 0.703 -5.287 -0.439  -0.021
O: -0.813 -1.132 -2.401  -0.135
C: -0.769 -1.481 -3.779  -0.632
C: 0.662 -1.754 -4.220  -0.028
C: -1.632 -2.731 -3.955  -0.019
C: -1.351 -0.289 -4.539  -0.015
H: -3.275 -1.468 2.230  0.092
H: -2.355 0.038 2.198  0.069
H: -1.527 -1.497 2.500  0.087
H: -3.529 -2.807 0.201  0.096
H: -1.922 -3.351 0.699  0.086
H: -2.209 -2.855 -0.970  0.069
H: -3.996 -0.293 -0.053  0.094
H: -2.872 -0.439 -1.424  0.079
H: -2.595 0.786 -0.185  0.076
H: 2.149 -2.458 0.919  0.053
H: 2.201 -4.125 1.504  0.094
H: 0.660 -3.253 1.460  0.085
H: 3.044 -2.930 -1.384  0.062
H: 2.462 -4.351 -2.264  0.085
H: 3.394 -4.556 -0.775  0.088
H: -0.227 -5.252 0.123  0.077
H: 1.370 -6.008 0.024  0.086
H: 0.480 -5.613 -1.452  0.086
H: 1.049 -2.617 -3.687  0.072
H: 1.287 -0.897 -3.986  0.078
H: 0.694 -1.945 -5.287  0.092
H: -1.230 -3.528 -3.335  0.079
H: -1.634 -3.053 -4.992  0.087
H: -2.654 -2.527 -3.648  0.085
H: -0.729 0.585 -4.369  0.088
H: -2.355 -0.074 -4.186  0.082
H: -1.388 -0.499 -5.603  0.086

Properties
2S+1   3
HOMO level (alpha / beta)   -7.1 / -7.5 eV
⟨S²⟩   2.065
E_LUMO (alpha / beta)   -1.80 / -1.89 eV

---

Referenced to the most stable arrangement, the calculated values in hartree are *A* 0.0000; *B* 0.0617.